Record 1
This record from the Open Molecules 2025 dataset describes a molecular structure, C26H52O37S7 in a non-equilibrium geometry. The level of theory is ωB97M-V/def2-TZVPD.

Values from the calculation:
HOMO energy ... -10.01 eV
F_max ... 5.4 eV Å⁻¹
Gap between HOMO and LUMO ... 9.53 eV
LUMO energy ... -0.482 eV
Energy relative to the best compared isomer or geometry (same formula, charge and spin) ... 4.460 eV
2S+1 ... 1
Energy ... -179398.886 eV

CARTESIAN COORDINATES (ANGSTROEM)
1 C 1.77 -4.43 -0.55
2 C 2.03 -5.75 0.08
3 O 1.13 -6.76 -0.45
4 C -0.04 -6.93 0.24
5 O -0.33 -6.31 1.24
6 O -0.69 -7.93 -0.31
7 C -1.90 -8.28 0.37
8 H 1.67 -4.49 -1.62
9 H 2.62 -3.80 -0.32
10 H 0.82 -3.99 -0.34
11 H 1.92 -5.76 1.14
12 H 2.95 -6.19 -0.21
13 H -2.00 -7.89 1.37
14 H -1.98 -9.36 0.37
15 H -2.72 -7.94 -0.26
16 C -3.14 -1.16 -0.29
17 C -4.30 -1.20 -1.27
18 O -4.15 -2.39 -2.22
19 C -4.76 -3.53 -1.76
20 O -5.54 -3.52 -0.86
21 O -4.45 -4.54 -2.50
22 C -5.38 -5.63 -2.13
23 H -3.04 -0.19 0.19
24 H -2.20 -1.29 -0.86
25 H -3.19 -1.97 0.46
26 H -4.40 -0.38 -1.94
27 H -5.28 -1.41 -0.81
28 H -6.37 -5.21 -1.97
29 H -5.14 -6.00 -1.13
30 H -5.28 -6.35 -2.92
31 C -0.57 0.13 1.74
32 C 0.93 0.53 2.03
33 O 1.49 1.64 1.08
34 C 1.77 1.30 -0.19
35 O 2.06 2.17 -0.97
36 O 1.58 -0.04 -0.35
37 C 2.11 -0.49 -1.66
38 H -1.22 1.00 1.67
39 H -0.85 -0.41 2.62
40 H -0.61 -0.40 0.79
41 H 1.67 -0.26 2.01
42 H 1.02 1.13 2.92
43 H 2.01 -1.56 -1.75
44 H 3.12 -0.11 -1.69
45 H 1.54 -0.05 -2.46
46 C 2.40 3.97 -3.44
47 C 3.39 4.77 -4.18
48 O 4.55 3.81 -4.64
49 S 3.98 2.26 -4.31
50 O 4.71 1.69 -3.19
51 O 4.08 1.41 -5.47
52 O 2.40 2.60 -4.02
53 H 1.38 4.34 -3.54
54 H 2.62 3.91 -2.37
55 H 3.84 5.56 -3.62
56 H 3.03 5.16 -5.14
57 C -2.79 2.99 -2.49
58 C -1.39 3.42 -2.26
59 O -1.15 3.11 -0.82
60 S -2.54 3.59 -0.02
61 O -2.51 5.05 0.17
62 O -2.80 2.77 1.12
63 O -3.58 3.23 -1.18
64 H -2.84 1.91 -2.58
65 H -3.27 3.52 -3.32
66 H -1.35 4.50 -2.44
67 H -0.62 2.85 -2.72
68 C 0.86 6.04 1.34
69 C 1.66 5.08 0.57
70 O 3.10 5.50 0.81
71 S 3.14 7.11 0.87
72 O 3.72 7.64 -0.34
73 O 3.75 7.57 2.09
74 O 1.53 7.33 0.93
75 H 0.96 5.95 2.42
76 H -0.20 6.05 1.00
77 H 1.38 5.19 -0.49
78 H 1.62 4.02 0.85
79 C 0.16 -3.53 2.83
80 C 0.53 -4.29 4.07
81 O 1.09 -3.33 5.03
82 S 1.82 -2.12 4.21
83 O 3.24 -2.34 4.21
84 O 1.25 -0.83 4.65
85 O 1.19 -2.49 2.73
86 H -0.79 -3.01 2.87
87 H 0.31 -4.22 1.98
88 H 1.19 -5.11 3.82
89 H -0.27 -4.79 4.62
90 C 5.04 1.64 2.34
91 C 4.70 2.68 1.26
92 O 5.63 3.78 1.58
93 S 6.36 3.40 3.06
94 O 6.43 4.52 3.88
95 O 7.75 2.92 2.90
96 O 5.36 2.32 3.60
97 H 5.92 1.13 2.00
98 H 4.16 1.07 2.61
99 H 3.72 3.16 1.21
100 H 4.81 2.16 0.31
101 C -2.52 -1.47 -6.28
102 C -2.89 -0.34 -5.42
103 O -1.53 0.10 -4.85
104 S -0.77 -1.26 -4.37
105 O -1.03 -1.55 -2.96
106 O 0.63 -1.16 -4.74
107 O -1.61 -2.34 -5.35
108 H -1.87 -1.11 -7.08
109 H -3.35 -2.08 -6.62
110 H -3.45 -0.63 -4.57
111 H -3.16 0.49 -6.05
112 C -3.46 1.29 3.98
113 C -4.33 1.40 5.22
114 O -3.36 1.50 6.27
115 S -2.20 0.41 5.99
116 O -2.65 -0.91 6.42
117 O -0.91 0.75 6.56
118 O -2.18 0.64 4.41
119 H -3.14 2.26 3.66
120 H -3.82 0.58 3.26
121 H -4.91 0.50 5.30
122 H -4.86 2.33 5.33

Record 2
This record from the Open Molecules 2025 dataset describes C4H3ClO2 in the gas phase in a non-equilibrium geometry. The level of theory is ωB97M-V/def2-TZVPD.

Values from the calculation:
HOMO energy ... -9.41 eV
F_max ... 4.3 eV Å⁻¹
SMILES string ... CC(=O)C(Cl)=C=O
Gap between HOMO and LUMO ... 9.09 eV
LUMO energy ... -0.319 eV
Energy relative to the best compared isomer or geometry (same formula, charge and spin) ... 1.720 eV
2S+1 ... 1
Energy ... -20811.695 eV

CARTESIAN COORDINATES (ANGSTROEM)
1 C 1.25 -0.22 -0.38
2 C 0.10 -0.88 0.33
3 O -0.10 -2.04 0.57
4 C -1.18 0.18 0.42
5 Cl -2.69 -0.62 0.13
6 C -1.03 1.45 0.43
7 O -0.66 2.56 0.37
8 H 0.98 -0.32 -1.35
9 H 2.01 -0.89 -0.40
10 H 1.31 0.79 -0.14

Record 3
This record from the Open Molecules 2025 dataset describes a molecular structure, C5H5CrFO4 in a non-equilibrium geometry. The level of theory is ωB97M-V/def2-TZVPD.

Values from the calculation:
HOMO energy (spin up / spin down) ... -18.62 / -18.68 eV
F_max ... 4.6 eV Å⁻¹
Expectation value of S² ... 6.043
Net charge ... +2
Gap between HOMO and LUMO (spin up / spin down) ... 4.84 / 4.97 eV
LUMO energy (spin up / spin down) ... -13.778 / -13.708 eV
Energy relative to the best compared isomer or geometry (same formula, charge and spin) ... 2.296 eV
2S+1 ... 5
Energy ... -44568.638 eV

CARTESIAN COORDINATES (ANGSTROEM)
1 C -0.33 -1.51 0.22
2 C -0.44 -0.38 1.24
3 O 0.48 -0.68 2.25
4 C 1.16 -1.80 1.94
5 O 0.79 -2.26 0.74
6 O 2.05 -2.24 2.60
7 O -0.21 -1.28 -1.04
8 F -1.42 -2.38 0.41
9 H -1.44 -0.21 1.64
10 Cr -0.46 -0.05 -2.30
11 H -0.34 0.84 0.61
12 C 0.47 2.46 -1.83
13 C -0.50 1.93 -1.08
14 H 1.51 2.13 -1.75
15 H 0.23 3.19 -2.61
16 H -1.55 2.23 -1.04

Record 4
This record from the Open Molecules 2025 dataset describes 2 unconnected molecules or ions with the total composition C6H10. The level of theory is ωB97M-V/def2-TZVPD.

Values from the calculation:
HOMO energy ... -8.41 eV
F_max ... 0.2 eV Å⁻¹
SMILES string ... C=C1C=CCC1.[H][H]
Gap between HOMO and LUMO ... 9.63 eV
LUMO energy ... 1.225 eV
Energy relative to the best compared isomer or geometry (same formula, charge and spin) ... 1.494 eV
2S+1 ... 1
Energy ... -6382.365 eV

CARTESIAN COORDINATES (ANGSTROEM)
1 C -2.04 -0.15 0.16
2 C -0.74 0.13 0.24
3 C -0.12 1.45 0.07
4 C 1.19 1.40 0.30
5 C 1.66 0.02 0.66
6 C 0.39 -0.85 0.53
7 H -2.43 -1.16 0.32
8 H -2.77 0.62 -0.06
9 H -0.69 2.34 -0.20
10 H 1.86 2.26 0.26
11 H 2.08 -0.01 1.67
12 H 2.46 -0.32 -0.01
13 H 0.19 -1.43 1.43
14 H 0.48 -1.56 -0.30
15 H -0.50 -1.48 -2.79
16 H -1.00 -1.25 -2.28

Number 2 is which compound? C4H3ClO2

Which of these has the lowest F_max? C6H10